(1)
{"formula": "C6H4OS", "method": "ωB97M-V with the def2-TZVPD basis set", "total_energy_ev": -19164.170, "total_charge": 0, "symbols": ["C", "C", "C", "O", "C", "C", "C", "S", "H", "H", "H", "H"], "coordinates": [[-2.4572, 1.3023, 0.5660], [-1.8197, 0.3023, 0.3078], [-0.7154, -0.7272, 0.2799], [-0.8967, -1.9035, 0.5114], [0.6397, -0.2183, -0.1342], [1.4387, -1.4270, -0.1926], [0.9974, 1.1311, -0.3968], [2.5089, 1.4821, -1.2034], [-3.3418, 2.0351, 0.6719], [2.5766, -1.3006, -0.0985], [0.9551, -2.5119, -0.1077], [0.1143, 1.8356, -0.2038]], "mulliken_charge": [-0.105, -0.472, 0.847, -0.554, 0.268, -0.589, -0.225, -0.205, 0.343, 0.244, 0.257, 0.192]}

***

(2)
{"formula": "C6H4S", "method": "ωB97M-V with the def2-TZVPD basis set", "total_energy_ev": -17117.038, "total_charge": 0, "symbols": ["C", "C", "C", "C", "C", "C", "S", "H", "H", "H", "H"], "coordinates": [[2.0268, -1.3474, -0.5184], [1.1312, -0.6732, -0.0430], [-0.0604, 0.0030, 0.4560], [-0.2334, 1.3879, -0.0042], [-0.2483, 2.5492, -0.3065], [-1.2067, -0.9317, 0.2616], [-2.6802, -0.6509, -0.3427], [2.6710, -2.0254, -1.0055], [-0.0076, 0.0744, 1.5287], [-0.4354, 3.5494, -0.6287], [-0.9571, -1.9354, 0.6028]], "mulliken_charge": [0.067, -0.797, 0.766, -0.868, 0.131, -0.511, -0.198, 0.443, 0.200, 0.457, 0.309]}

***

Copy entry 1 word for word.
{"formula": "C6H4OS", "method": "ωB97M-V with the def2-TZVPD basis set", "total_energy_ev": -19164.170, "total_charge": 0, "symbols": ["C", "C", "C", "O", "C", "C", "C", "S", "H", "H", "H", "H"], "coordinates": [[-2.4572, 1.3023, 0.5660], [-1.8197, 0.3023, 0.3078], [-0.7154, -0.7272, 0.2799], [-0.8967, -1.9035, 0.5114], [0.6397, -0.2183, -0.1342], [1.4387, -1.4270, -0.1926], [0.9974, 1.1311, -0.3968], [2.5089, 1.4821, -1.2034], [-3.3418, 2.0351, 0.6719], [2.5766, -1.3006, -0.0985], [0.9551, -2.5119, -0.1077], [0.1143, 1.8356, -0.2038]], "mulliken_charge": [-0.105, -0.472, 0.847, -0.554, 0.268, -0.589, -0.225, -0.205, 0.343, 0.244, 0.257, 0.192]}